Entry 1:
# C33H71F5NbO8S

C33H71F5NbO8S as an isolated structure (ωB97M-V with the def2-TZVPD basis set, the OMol25 dataset).

Values from the calculation:
Gap between HOMO and LUMO (eV): 6.936
Charge: -1
HOMO energy (eV): -5.53
Max |F| (eV Å⁻¹): 5.73

XYZ file:
```
119
Properties=species:S:1:pos:R:3:mulliken_charge:R:1
O 2.716 -0.589 1.234 -0.516
S 3.454 -1.777 0.571 0.901
O 4.618 -2.184 1.528 -0.628
C 4.068 -1.425 -1.184 -0.634
Nb 5.322 0.472 -1.370 -0.951
C 3.556 1.777 -1.976 0.151
F 3.954 3.198 -1.669 -0.307
F 3.310 1.747 -3.451 -0.352
C 2.165 1.501 -1.152 0.515
C 1.708 2.317 0.233 -0.467
C 0.270 1.878 0.942 -0.410
C -0.726 0.690 0.365 -0.475
C -0.281 -0.106 -1.009 0.155
C -1.128 -1.329 -1.722 0.729
F -0.572 -1.726 -3.056 -0.261
F -1.200 -2.515 -0.802 -0.244
F -2.518 -0.835 -1.940 -0.252
C 1.133 0.345 -1.707 -0.386
H 2.534 -2.854 0.525 -0.007
H 3.197 -1.509 -1.997 0.238
H 4.800 -2.333 -1.443 0.579
H 5.125 0.917 0.387 0.165
H 6.794 -0.544 -1.046 0.073
H 5.530 0.056 -3.151 0.024
H 6.456 1.893 -1.626 0.099
H 2.379 3.174 0.693 0.323
H -0.081 2.403 1.943 0.302
H -1.735 0.348 0.875 0.312
H 1.480 -0.236 -2.690 0.363
C -4.338 4.392 2.294 -1.085
C -4.165 3.076 1.555 -0.247
O -3.739 2.007 2.396 -0.368
C -4.619 1.643 3.457 -0.378
C -5.974 1.155 2.975 -0.791
H -3.439 4.634 2.870 0.364
H -4.537 5.204 1.589 0.228
H -5.174 4.348 2.998 0.345
H -3.386 3.202 0.797 0.381
H -5.079 2.800 1.020 0.228
H -4.725 2.471 4.165 0.299
H -4.127 0.829 4.001 0.361
H -6.547 1.962 2.510 0.024
H -6.561 0.766 3.813 0.415
H -5.857 0.364 2.227 0.270
C 3.109 -7.504 -3.220 -0.798
C 4.167 -6.719 -2.463 -0.412
O 3.815 -5.354 -2.255 -0.371
C 2.646 -5.109 -1.477 0.159
C 2.746 -5.638 -0.057 -1.280
H 2.831 -6.988 -4.145 0.311
H 3.478 -8.503 -3.468 0.362
H 2.198 -7.622 -2.626 0.090
H 5.088 -6.714 -3.056 0.333
H 4.411 -7.200 -1.512 0.315
H 1.761 -5.504 -1.986 0.287
H 2.523 -4.021 -1.438 -0.070
H 2.771 -6.731 -0.039 0.341
H 1.884 -5.313 0.533 0.407
H 3.661 -5.281 0.426 0.326
C 9.931 1.990 3.757 -1.016
C 9.064 1.067 2.917 -0.337
O 8.205 1.762 2.017 -0.396
C 8.840 2.564 1.024 -0.328
C 9.721 1.766 0.079 -0.966
H 9.320 2.751 4.252 0.280
H 10.472 1.419 4.517 0.386
H 10.669 2.512 3.142 0.250
H 8.412 0.496 3.587 0.325
H 9.672 0.335 2.377 0.300
H 9.398 3.380 1.494 0.290
H 8.037 3.030 0.444 0.306
H 10.596 1.361 0.596 0.328
H 10.079 2.401 -0.737 0.365
H 9.170 0.920 -0.344 0.176
C -3.599 10.555 0.526 -1.037
C -3.736 9.281 1.342 -0.325
O -4.231 8.177 0.588 -0.374
C -3.431 7.747 -0.509 -0.394
C -2.051 7.263 -0.097 -1.018
H -4.533 10.781 0.001 0.276
H -3.343 11.399 1.173 0.390
H -2.814 10.462 -0.231 0.258
H -4.460 9.457 2.145 0.305
H -2.791 9.019 1.827 0.307
H -3.364 8.536 -1.266 0.378
H -3.968 6.913 -0.976 0.319
H -1.438 8.084 0.286 0.292
H -1.528 6.824 -0.951 0.401
H -2.125 6.513 0.698 0.224
C 0.109 -12.512 -3.170 -1.049
C 1.167 -11.727 -2.413 -0.334
O 0.815 -10.362 -2.205 -0.353
C -0.354 -10.117 -1.427 -0.314
C -0.254 -10.646 -0.007 -1.081
H -0.169 -11.997 -4.095 0.293
H 0.478 -13.512 -3.418 0.385
H -0.802 -12.630 -2.576 0.257
H 2.088 -11.723 -3.006 0.306
H 1.411 -12.208 -1.462 0.304
H -1.239 -10.512 -1.936 0.299
H -0.477 -9.030 -1.388 0.338
H -0.229 -11.740 0.011 0.257
H -1.116 -10.321 0.583 0.393
H 0.661 -10.290 0.476 0.295
C -8.731 5.850 1.106 -1.259
C -7.979 4.602 0.674 0.360
O -8.634 3.391 1.044 -0.384
C -9.927 3.172 0.486 -0.324
C -9.921 3.086 -1.030 -1.051
H -8.976 5.805 2.172 0.346
H -8.129 6.743 0.917 0.358
H -9.672 5.958 0.559 0.315
H -7.005 4.591 1.175 -0.264
H -7.777 4.614 -0.401 0.281
H -10.629 3.935 0.837 0.304
H -10.279 2.216 0.888 0.329
H -9.670 4.049 -1.484 0.262
H -10.907 2.788 -1.401 0.395
H -9.178 2.359 -1.375 0.288
```

---

Entry 2:
# C33H72F3N4O3S

A 5-piece molecular cluster, C33H72F3N4O3S overall (ωB97M-V with the def2-TZVPD basis set, the OMol25 dataset).

Values from the calculation:
Gap between HOMO and LUMO (eV): 10.232
Energy relative to the best compared isomer or geometry (same formula, charge and spin) (kJ/mol): 315.71
Charge: +3
HOMO energy (eV): -16.12
Max |F| (eV Å⁻¹): 3.30

XYZ file:
```
116
Properties=species:S:1:pos:R:3:mulliken_charge:R:1
C -1.183 5.371 -0.710 -0.970
C -1.386 5.293 -2.232 -0.467
C -1.687 3.844 -2.536 -0.285
N -1.969 3.552 -4.090 0.276
C -3.130 4.417 -4.545 -0.923
C -0.781 3.906 -4.991 -0.728
C -0.718 2.891 -6.166 -0.602
C -1.901 1.914 -5.879 -0.789
C -2.200 2.063 -4.392 -0.176
H -0.333 4.731 -0.476 0.115
H -2.105 5.016 -0.248 0.286
H -0.942 6.372 -0.353 0.430
H -0.590 5.729 -2.836 0.392
H -2.199 5.934 -2.575 0.415
H -2.529 3.347 -2.055 0.042
H -0.840 3.211 -2.269 0.156
H -3.954 4.283 -3.845 0.290
H -3.456 4.082 -5.529 0.394
H -2.837 5.467 -4.510 0.416
H -0.821 4.941 -5.334 0.412
H 0.139 3.903 -4.406 0.436
H -0.647 3.293 -7.177 0.389
H 0.290 2.530 -5.965 0.311
H -2.728 2.151 -6.548 0.348
H -1.489 0.943 -6.155 0.393
H -3.203 1.719 -4.138 0.335
H -1.482 1.473 -3.823 0.117
C 5.558 3.222 -0.321 -1.557
C 5.319 1.847 0.201 0.159
C 5.319 0.768 -0.945 -0.812
N 5.471 -0.592 -0.354 0.476
C 4.514 -0.929 0.843 -1.133
C 6.908 -0.926 -0.048 -0.775
C 7.158 -2.444 -0.320 -0.606
C 5.914 -2.968 -1.054 -0.574
C 5.224 -1.603 -1.479 -0.633
H 5.329 3.811 0.567 0.427
H 5.017 3.362 -1.257 0.365
H 6.624 3.322 -0.528 0.396
H 4.325 1.862 0.650 -0.213
H 6.005 1.607 1.013 0.439
H 6.134 0.988 -1.634 0.390
H 4.365 0.803 -1.472 0.531
H 3.524 -0.839 0.397 0.278
H 4.627 -0.268 1.703 0.430
H 4.724 -1.924 1.235 0.440
H 7.162 -0.637 0.972 0.475
H 7.609 -0.289 -0.587 0.386
H 7.303 -2.874 0.672 0.317
H 8.049 -2.626 -0.922 0.331
H 5.271 -3.493 -0.347 0.169
H 5.965 -3.532 -1.986 0.459
H 4.153 -1.703 -1.653 0.333
H 5.699 -1.241 -2.390 0.541
C -7.653 -1.502 2.291 -1.153
C -6.331 -1.992 1.643 -0.494
C -5.098 -1.124 2.052 -0.862
N -4.144 -0.569 0.887 0.247
C -3.626 -1.781 0.023 -0.874
C -2.956 0.352 1.360 0.525
C -3.159 1.683 0.507 -0.042
C -3.968 1.172 -0.711 -0.402
C -5.024 0.290 -0.053 -1.151
H -8.127 -0.953 1.478 0.300
H -7.617 -0.960 3.236 0.349
H -8.146 -2.468 2.400 0.342
H -6.439 -1.951 0.559 0.264
H -6.156 -3.055 1.806 0.485
H -4.349 -1.669 2.627 0.462
H -5.341 -0.268 2.682 0.598
H -2.872 -1.313 -0.611 0.322
H -4.423 -2.197 -0.594 0.368
H -3.038 -2.610 0.418 0.246
H -1.960 -0.068 1.218 -0.621
H -3.009 0.650 2.407 0.258
H -2.240 2.212 0.255 -0.199
H -3.761 2.453 0.991 0.406
H -3.404 0.601 -1.448 0.013
H -4.557 1.927 -1.233 0.618
H -5.798 -0.169 -0.667 0.566
H -5.665 0.912 0.572 0.454
C 0.253 0.123 4.124 -0.664
C 0.484 -1.425 4.388 -0.414
C 0.324 -2.191 3.055 -0.335
N 0.304 -3.743 3.172 0.526
C -0.899 -4.135 4.008 -0.858
C 0.295 -4.151 1.731 -0.285
C 0.715 -5.656 1.762 -0.601
C 1.799 -5.729 2.861 -0.685
C 1.503 -4.530 3.762 -0.497
H -0.744 0.264 3.706 0.036
H 0.952 0.543 3.400 -0.032
H 0.296 0.676 5.062 0.466
H -0.083 -1.788 5.245 0.411
H 1.536 -1.630 4.591 0.298
H 1.190 -1.955 2.437 0.106
H -0.560 -1.853 2.513 0.063
H -0.737 -3.827 5.041 0.391
H -1.051 -5.206 3.874 0.448
H -1.743 -3.612 3.557 0.170
H -0.730 -3.966 1.410 0.038
H 1.002 -3.639 1.078 0.387
H -0.069 -6.325 2.116 0.319
H 1.092 -5.864 0.760 0.409
H 1.858 -6.745 3.253 0.369
H 2.729 -5.691 2.295 0.284
H 1.381 -5.042 4.716 0.356
H 2.385 -3.893 3.833 0.312
C 0.992 1.770 0.803 0.682
F 1.227 2.818 0.049 -0.197
F 2.137 1.390 1.481 -0.253
F -0.031 2.038 1.623 -0.174
S 0.691 0.303 -0.550 0.026
O 0.385 -0.902 0.241 -0.389
O -0.514 0.758 -1.296 -0.297
O 1.901 0.132 -1.370 -0.499
```

---

Number 1: electronic energy -77705.7413 eV. Number 2: electronic energy -66453.6893 eV.